The following is a quantum chemistry calculation of a molecular structure, C17H23Br2ORuSTe2 in a non-equilibrium geometry, from OMol25.

total charge = +2
electronic energy = -188121.714 eV
energy above the lowest of the compared OMol25 structures with the same formula, charge and spin = 4.6 kcal/mol
spin multiplicity = 2
HOMO (spin up / spin down) = -13.9690 / -14.2292 eV

Last column: Mulliken charge in e.
Element x y z (Å)
Ru 0.064 -0.105 -0.648  0.258
Br -0.328 -1.277 1.675  -0.043
C 1.488 -0.833 2.185  -0.447
Br 2.251 0.371 0.839  -0.069
H 2.071 -1.744 2.182  0.420
H 1.476 -0.330 3.143  0.430
C 3.180 5.606 -6.315  -1.521
C 2.786 4.634 -5.246  0.618
C 3.603 4.392 -4.155  -0.745
C 3.243 3.489 -3.156  0.782
C 4.194 3.298 -2.008  -1.772
C 1.985 2.797 -3.246  0.082
C 1.677 1.920 -2.166  0.503
O 0.568 1.344 -1.967  0.289
C 1.145 3.023 -4.366  0.811
C -0.170 2.343 -4.620  -1.598
C 1.572 3.937 -5.336  -0.610
H 4.135 6.078 -6.099  0.369
H 2.421 6.385 -6.418  0.368
H 3.253 5.098 -7.279  0.362
H 4.547 4.918 -4.078  0.305
H 5.072 3.925 -2.147  0.368
H 4.543 2.264 -1.937  0.360
H 3.741 3.577 -1.053  0.402
H 2.485 1.743 -1.457  0.082
H -0.362 1.498 -3.977  -0.103
H -0.206 2.014 -5.660  0.476
H -0.986 3.060 -4.484  0.368
H 0.937 4.110 -6.200  0.506
C -3.726 -0.226 -0.154  -1.006
Te -2.264 0.774 -1.298  0.416
C -2.041 2.369 0.079  -0.966
H -3.349 -0.426 0.845  0.288
H -3.995 -1.153 -0.655  0.349
H -4.586 0.440 -0.119  0.380
H -2.842 3.086 -0.091  0.389
H -1.081 2.849 -0.092  0.292
H -2.103 1.968 1.088  0.336
Te 0.321 -1.533 -2.668  0.257
C 0.348 -3.378 -1.787  0.243
C 1.377 -4.282 -1.901  -0.453
C 1.079 -5.516 -1.269  -0.488
C -0.165 -5.526 -0.709  -0.450
S -0.981 -4.052 -0.944  -0.060
H 2.309 -4.071 -2.407  0.405
H 1.754 -6.360 -1.237  0.399
H -0.644 -6.337 -0.180  0.420

Forces on the atoms, in the same order (eV/Å):
Ru 0.38 0.40 0.27
Br 0.04 -0.08 -0.26
C 0.05 0.01 -0.10
Br -0.32 -0.44 0.23
H 0.05 -0.02 0.02
H 0.02 0.05 0.02
C -0.05 -0.05 0.02
C -0.57 -0.14 -0.28
C 0.04 -0.54 0.81
C -0.01 0.32 -0.48
C 0.04 -0.08 0.15
C 0.39 0.10 0.42
C -0.42 0.07 -0.47
O 0.48 0.64 -0.54
C 0.16 0.69 -0.86
C -0.07 0.14 -0.14
C -0.11 -0.42 0.48
H 0.01 0.00 0.00
H 0.01 -0.03 0.00
H -0.01 0.01 0.03
H -0.02 -0.04 0.05
H -0.01 -0.01 0.02
H 0.01 0.05 0.01
H 0.06 0.00 -0.03
H 0.04 -0.08 0.09
H 0.01 -0.13 0.04
H -0.04 0.03 0.05
H 0.03 -0.06 0.02
H 0.02 -0.04 0.06
C -0.01 -0.09 0.01
Te 0.02 -0.10 -0.18
C -0.11 0.07 0.04
H -0.03 0.02 0.03
H 0.00 0.01 0.00
H -0.03 -0.07 0.06
H 0.01 -0.01 0.02
H 0.02 0.01 -0.02
H 0.03 0.03 0.02
Te -0.12 0.09 0.38
C 0.20 -0.30 -0.11
C -0.01 -0.10 0.09
C 0.08 0.07 -0.05
C 0.02 -0.06 0.01
S -0.24 0.04 0.11
H -0.03 -0.03 -0.02
H -0.02 0.03 -0.01
H 0.01 0.04 -0.02